{
  "formula": "C43H73NO5PSSi",
  "method": "the ωB97M-V functional and the def2-TZVPD basis",
  "symbols": ["C", "Si", "C", "C", "C", "C", "C", "C", "C", "C", "C", "C", "C", "C", "C", "C", "C", "C", "O", "N", "C", "C", "C", "S", "O", "O", "O", "C", "O", "C", "C", "C", "C", "C", "C", "H", "H", "H", "H", "H", "H", "H", "H", "H", "H", "H", "H", "H", "H", "H", "H", "H", "H", "H", "H", "H", "H", "H", "H", "H", "H", "H", "H", "H", "H", "H", "H", "H", "H", "H", "H", "H", "C", "C", "C", "C", "P", "C", "C", "C", "C", "C", "C", "C", "C", "C", "C", "C", "C", "H", "H", "H", "H", "H", "H", "H", "H", "H", "H", "H", "H", "H", "H", "H", "H", "H", "H", "H", "H", "H", "H", "H", "H", "H", "H", "H", "H", "H", "H", "H", "H", "H", "H", "H", "H"],
  "xyz": [[3.6070, 1.6587, -5.5248], [3.1476, 0.2418, -4.3203], [2.7002, 1.0053, -2.6237], [1.6417, -0.7863, -4.9996], [0.9274, -1.6979, -3.8807], [1.7601, -3.0540, -3.5371], [1.0358, -3.8794, -2.3586], [1.9919, -3.8279, -1.0326], [1.0299, -4.0998, 0.2272], [1.5082, -3.3821, 1.5964], [1.1081, -4.3860, 2.8027], [0.6285, -3.6544, 4.1322], [-0.8447, -3.1654, 4.3858], [-1.3059, -2.4844, 5.7153], [-0.2847, -2.2713, 6.8869], [1.1592, -2.7473, 6.6161], [1.6224, -3.4188, 5.2917], [3.1702, -3.7424, 5.4595], [3.8083, -4.5107, 4.7126], [3.6475, -2.9800, 6.6543], [4.0528, -1.5502, 6.3569], [5.6151, -1.2704, 6.6942], [5.8369, 0.0172, 7.6430], [6.7622, 1.4084, 6.8012], [7.4806, 2.2344, 7.8395], [5.7258, 2.2702, 6.1399], [7.8579, 0.8739, 5.6568], [2.4676, -2.7454, 7.5227], [2.4041, -2.5996, 8.7633], [4.6344, -1.0057, -4.2242], [5.1841, -1.2731, -2.7882], [6.3548, -2.2920, -2.5388], [6.9507, -3.0241, -3.7770], [6.3904, -2.7315, -5.2134], [5.2231, -1.7206, -5.4784], [4.7123, 1.9644, -5.3897], [3.3648, 1.3864, -6.6169], [2.9486, 2.5707, -5.2631], [2.5803, 0.1571, -1.8548], [3.5689, 1.6760, -2.2743], [1.7185, 1.6126, -2.7064], [0.8567, -0.0112, -5.3458], [1.9196, -1.3796, -5.9490], [0.6782, -1.1607, -2.9046], [-0.0735, -2.0704, -4.3151], [2.7921, -2.7516, -3.1446], [1.9396, -3.6878, -4.4795], [0.0346, -3.3822, -2.0810], [0.8783, -4.9779, -2.6506], [2.6862, -4.7483, -1.1166], [2.6076, -2.8704, -0.9711], [-0.0819, -3.8960, 0.0087], [1.0915, -5.2363, 0.4416], [2.6553, -3.3202, 1.5637], [1.0785, -2.3243, 1.7229], [0.1954, -4.9857, 2.4181], [1.9407, -5.1530, 2.9534], [-1.6280, -3.3160, 3.5649], [-2.4060, -2.1671, 5.8335], [-0.5467, -1.8102, 7.8907], [3.7583, -1.2661, 5.2914], [3.4602, -0.8759, 7.0855], [6.0768, -2.1995, 7.1995], [6.1823, -1.0592, 5.7133], [6.4825, -0.2605, 8.5592], [4.8529, 0.4502, 8.0576], [8.7122, 0.7275, 6.1410], [4.7633, -0.7798, -1.8437], [6.7576, -2.4956, -1.4893], [7.7936, -3.8051, -3.7075], [6.8045, -3.2869, -6.1296], [4.8085, -1.5013, -6.5142], [-8.1020, 3.2001, 0.1988], [-7.0538, 4.1256, -0.4001], [-6.6398, 3.7324, -1.8191], [-5.7058, 2.5202, -1.9273], [-3.9682, 2.7543, -1.6120], [-3.4331, 4.1743, -2.5971], [-3.7608, 4.2662, -4.0889], [-2.9556, 3.3907, -5.0563], [-1.4466, 3.4540, -4.8755], [-3.0312, 1.3821, -2.2472], [-3.2173, -0.0506, -1.7577], [-2.5746, -0.4296, -0.4270], [-1.1587, 0.0905, -0.2126], [-3.5334, 3.2757, 0.0358], [-3.6161, 2.4293, 1.3072], [-4.9149, 1.6652, 1.5683], [-5.7673, 2.2942, 2.6629], [-7.7622, 2.1624, 0.2312], [-8.3375, 3.5103, 1.2186], [-9.0287, 3.2351, -0.3813], [-6.1847, 4.1770, 0.2575], [-7.4724, 5.1372, -0.4314], [-6.1670, 4.5980, -2.2917], [-7.5452, 3.5273, -2.4014], [-5.7649, 2.1793, -2.9686], [-6.0993, 1.6822, -1.3469], [-2.3582, 4.3103, -2.4383], [-3.8950, 5.0476, -2.1201], [-3.6049, 5.3070, -4.3904], [-4.8244, 4.0633, -4.2472], [-3.1922, 3.7124, -6.0749], [-3.2934, 2.3536, -5.0011], [-1.0740, 4.4663, -5.0474], [-0.9592, 2.7883, -5.5934], [-1.1351, 3.1353, -3.8786], [-1.9698, 1.6441, -2.2574], [-3.3176, 1.3272, -3.2988], [-2.7819, -0.7092, -2.5189], [-4.2848, -0.2929, -1.7225], [-2.5606, -1.5217, -0.3475], [-3.2205, -0.0999, 0.3859], [-0.4700, -0.3465, -0.9387], [-0.8165, -0.1775, 0.7900], [-1.1028, 1.1792, -0.2912], [-4.0680, 4.2118, 0.2276], [-2.4820, 3.5834, -0.0374], [-3.4020, 3.0864, 2.1577], [-2.7837, 1.7241, 1.3055], [-4.6715, 0.6513, 1.9026], [-5.5002, 1.5511, 0.6577], [-5.2588, 2.2350, 3.6294], [-6.7184, 1.7655, 2.7558], [-5.9769, 3.3462, 2.4546]],
  "forces_ev_per_a": [[-0.2, 0.8, -0.3], [0.3, -0.7, -0.8], [0.1, -0.1, 0.7], [-1.0, 0.5, 0.2], [0.0, -1.6, -0.9], [-0.1, 0.5, 0.3], [1.2, 0.6, 0.2], [-1.6, -1.3, -0.4], [0.8, -0.5, 0.7], [0.3, -0.9, -0.3], [-1.5, 0.4, -0.2], [-0.2, 1.0, 3.1], [2.1, 0.5, 2.3], [3.6, -1.1, -0.3], [1.4, -1.9, -3.5], [-1.1, -0.8, -2.7], [-3.2, 1.3, 1.1], [-0.8, -1.1, -2.1], [-1.6, 3.1, 3.0], [-1.2, 0.2, 0.1], [1.0, 1.1, 0.5], [0.1, 0.2, -0.5], [0.5, -1.4, 0.6], [-1.4, 5.9, 1.5], [-0.9, -3.3, -2.4], [2.4, -3.2, 0.4], [-0.9, -0.1, 2.0], [-2.8, -0.3, 2.2], [1.2, -0.3, -4.5], [2.3, -1.8, 1.1], [2.2, -2.4, -2.4], [-1.3, 0.6, -4.0], [-2.7, 2.2, -0.8], [-1.7, 1.6, 2.0], [1.9, -1.0, 4.6], [-1.8, -0.5, -0.4], [0.6, 0.4, 1.6], [1.0, -1.3, -0.4], [0.0, 1.4, -1.0], [-1.4, -0.9, -0.4], [1.6, -0.9, 0.2], [1.1, -1.0, 0.4], [-0.4, 0.7, 1.6], [0.5, -0.4, -1.3], [1.3, 0.6, 0.7], [-1.3, -0.4, -0.7], [-0.4, 1.1, 1.3], [1.4, -0.8, -0.6], [0.0, 1.7, 0.5], [-0.7, 1.8, 0.2], [-1.0, -1.2, 0.0], [1.7, 0.0, 0.3], [-0.2, 1.8, -0.4], [-1.7, 0.1, 0.1], [0.6, -1.6, -0.1], [1.3, 0.9, 0.7], [-1.1, 1.3, 0.2], [1.3, 0.2, 1.3], [2.0, -0.6, -0.2], [0.3, -0.7, -1.6], [0.5, -0.3, 1.4], [0.8, -1.0, -1.4], [-0.9, 1.5, -0.9], [-0.8, -0.6, 1.5], [-0.9, 0.5, -1.6], [1.7, -0.2, -1.0], [-0.8, 0.2, -0.4], [0.5, -0.6, -1.8], [-0.7, 0.4, -1.8], [-1.5, 1.5, 0.1], [-0.5, 0.9, 1.7], [0.7, -0.4, 1.6], [-0.1, 0.0, 0.1], [-0.2, 0.1, -0.1], [0.1, 0.6, 0.2], [-1.0, -0.5, -0.4], [0.3, 0.6, -0.4], [0.1, 0.6, 0.1], [-0.1, -0.2, -0.5], [0.0, -0.1, 0.0], [0.0, -0.1, -0.1], [0.3, -0.9, -0.5], [0.0, -0.6, 0.3], [-0.1, 0.0, 0.3], [-0.1, -0.1, 0.1], [0.4, 0.6, 1.1], [0.3, -0.7, 0.1], [0.0, -0.2, 0.5], [-0.2, 0.0, 0.0], [0.0, 0.0, 0.0], [0.0, -0.1, -0.1], [0.1, 0.0, 0.0], [0.0, 0.0, 0.0], [0.1, -0.1, 0.0], [0.0, -0.1, -0.1], [0.2, -0.1, 0.0], [0.3, -0.1, 0.0], [0.1, 0.0, 0.1], [-0.1, -0.2, 0.1], [0.0, -0.1, 0.1], [0.0, 0.0, 0.2], [0.0, 0.1, 0.0], [-0.1, 0.0, 0.1], [0.0, 0.0, 0.0], [0.0, 0.0, 0.1], [0.0, 0.1, 0.1], [0.1, 0.0, 0.0], [-0.1, 0.2, 0.1], [0.0, 0.4, -0.1], [-0.1, 0.2, -0.1], [0.1, 0.0, -0.1], [-0.1, 0.1, -0.1], [0.0, 0.1, 0.1], [0.1, 0.1, 0.0], [0.1, 0.0, -0.1], [0.1, 0.0, 0.0], [-0.1, 0.0, -0.4], [-0.1, 0.1, -0.3], [-0.1, 0.1, -0.2], [0.0, 0.0, -0.1], [0.0, 0.1, -0.2], [0.0, 0.0, -0.1], [0.0, 0.1, -0.1], [0.0, 0.1, 0.1], [0.0, 0.0, 0.0]],
  "total_energy_ha": -3141.6440,
  "total_charge": 1,
  "gap_ev": 7.88,
  "lumo_energy_ev": -2.2,
  "mol_weight_da": 775.2,
  "e_homo_ha": -0.372
}